[1]
The following is a quantum chemistry calculation of a cluster of 3 separate species, CH6OS in total, from the Open Molecules 2025 dataset.

```
9
Properties=species:S:1:pos:R:3
C -1.070 -1.476 0.059
S 0.137 -0.167 0.379
H -0.638 -2.476 0.080
H -1.798 -1.432 0.880
H -1.592 -1.342 -0.888
H 0.674 -0.649 -1.445
H 1.208 1.789 0.569
H 1.433 3.074 -0.244
O 1.646 2.678 0.609
```

As for the spin multiplicity: 2. The value obtained for the HOMO energy (spin up / spin down) is -0.97 / -3.18 eV. Its net charge is -1. The calculation puts the LUMO energy (spin up / spin down) at 4.0 / 4.0 eV. Its expectation value of S² is 0.756. As for the energy relative to the best compared isomer or geometry (same formula, charge and spin): 0.000 eV.

These are the Löwdin partial charges, in e, on atoms 1 to 6:
1 C -0.735
2 S 0.174
3 H -0.012
4 H -0.017
5 H -0.022
6 H -0.136

=====

[2]
The following is a quantum chemistry calculation of a structure of composition C23H47IN4O4PdSSi2Te, from the Open Molecules 2025 dataset.

```
84
Properties=species:S:1:pos:R:3
Pd 0.260 0.466 -1.963
C 0.195 5.386 2.533
C 1.243 4.494 1.931
C 1.812 4.802 0.697
C 2.748 3.967 0.117
C 3.114 2.800 0.771
C 2.574 2.477 2.005
C 1.645 3.330 2.580
S 4.334 1.745 0.064
O 4.542 0.613 0.927
O 5.465 2.546 -0.316
N 3.541 1.174 -1.271
C 4.264 0.095 -1.975
C 3.627 -0.163 -3.328
C 2.138 -0.463 -3.247
O 1.377 0.136 -4.040
O 1.676 -1.256 -2.352
H 0.337 6.423 2.231
H 0.211 5.338 3.622
H -0.801 5.082 2.199
H 1.510 5.703 0.178
H 3.197 4.230 -0.833
H 2.891 1.571 2.508
H 1.225 3.087 3.550
H 3.364 1.958 -1.895
H 4.221 -0.790 -1.346
H 5.316 0.354 -2.126
H 4.127 -1.032 -3.766
H 3.774 0.667 -4.017
C -3.421 1.129 0.543
Si -2.532 0.579 2.094
C -2.851 1.730 3.535
C -3.059 -1.163 2.542
C -0.685 0.600 1.732
Te -0.111 -0.802 0.243
C 1.881 -1.065 0.884
Si 2.127 -2.348 2.234
C 1.189 -1.856 3.783
C 3.962 -2.428 2.579
C 1.491 -3.997 1.616
H -4.497 0.944 0.607
H -3.035 0.584 -0.325
H -3.258 2.190 0.339
H -3.910 1.737 3.806
H -2.563 2.756 3.290
H -2.284 1.424 4.418
H -4.134 -1.189 2.742
H -2.549 -1.526 3.438
H -2.860 -1.871 1.734
H -0.092 0.380 2.624
H -0.369 1.570 1.337
H 2.260 -0.080 1.154
H 2.399 -1.375 -0.026
H 1.499 -0.873 4.150
H 1.375 -2.580 4.580
H 0.107 -1.830 3.613
H 4.363 -1.436 2.799
H 4.505 -2.817 1.714
H 4.177 -3.080 3.431
H 0.417 -3.971 1.416
H 1.669 -4.782 2.356
H 1.993 -4.289 0.690
I -0.659 2.905 -1.781
C -0.854 -2.849 -3.113
N -2.252 -2.558 -2.859
C -2.937 -3.517 -2.016
C -2.686 -1.259 -2.939
N -1.845 -0.287 -2.861
N -4.055 -1.108 -3.092
C -4.630 0.219 -3.000
C -4.795 -2.013 -3.958
H -0.780 -3.779 -3.682
H -0.285 -2.970 -2.184
H -0.399 -2.035 -3.672
H -2.361 -3.696 -1.100
H -3.058 -4.474 -2.530
H -3.920 -3.144 -1.737
H -2.259 0.603 -3.105
H -4.164 0.787 -2.199
H -5.693 0.126 -2.775
H -4.529 0.782 -3.937
H -4.174 -2.860 -4.235
H -5.099 -1.496 -4.874
H -5.696 -2.381 -3.460
```

The value obtained for the HOMO energy (spin up / spin down) is -7.81 / -7.99 eV. The calculation puts the LUMO energy (spin up / spin down) at -1.2 / -1.3 eV. As for the energy relative to the best compared isomer or geometry (same formula, charge and spin): 0.901 eV.

These are the Löwdin partial charges, in e, on atoms 1 to 6:
1 Pd 0.264
2 C -0.041
3 C -0.265
4 C -0.052
5 C -0.070
6 C -0.284

=====

[3]
The following is a quantum chemistry calculation of a structure of composition C26H36As3F3N2O2Rb, from the Open Molecules 2025 dataset.

```
73
Properties=species:S:1:pos:R:3
Rb 2.116 0.755 1.210
O 2.595 0.996 3.622
N 3.754 0.979 4.071
N 4.677 0.885 3.165
O 4.466 0.816 1.860
C 6.046 0.866 3.654
C 6.364 0.870 5.008
C 7.699 0.841 5.385
C 8.712 0.805 4.430
C 8.370 0.798 3.087
C 7.033 0.828 2.692
H 5.573 0.896 5.746
H 7.948 0.843 6.440
H 9.752 0.779 4.731
H 9.144 0.767 2.329
H 6.734 0.817 1.654
C -1.255 -2.880 0.980
As -0.733 -0.993 1.015
C -1.497 -0.714 2.829
C -2.178 -0.427 -0.218
C -2.971 0.898 -0.121
C -3.848 0.952 1.134
C -2.091 2.169 -0.193
As -0.656 2.438 1.140
C 0.051 4.072 0.336
C -1.704 3.381 2.544
C -3.864 1.011 -1.389
As -5.154 -0.307 -2.077
C -3.948 -1.661 -2.813
C -5.823 -1.319 -0.549
H -2.291 -2.992 1.303
H -0.602 -3.445 1.643
H -1.150 -3.271 -0.033
H -2.539 -1.030 2.889
H -1.406 0.322 3.150
H -0.894 -1.326 3.501
H -2.886 -1.250 -0.209
H -1.657 -0.454 -1.181
H -3.266 1.052 2.047
H -4.454 0.054 1.239
H -4.519 1.815 1.079
H -2.734 3.054 -0.153
H -1.553 2.179 -1.142
H -0.772 4.754 0.121
H 0.571 3.782 -0.574
H 0.743 4.547 1.030
H -2.418 4.083 2.107
H -1.000 3.933 3.169
H -2.239 2.674 3.179
H -3.212 1.145 -2.258
H -4.446 1.932 -1.316
H -3.270 -1.184 -3.523
H -4.553 -2.393 -3.348
H -3.355 -2.162 -2.050
H -6.450 -0.682 0.072
H -5.042 -1.770 0.061
H -6.446 -2.108 -0.972
F -0.901 -3.418 -7.076
C 0.111 -3.721 -6.245
F -0.140 -4.943 -5.751
F 1.210 -3.828 -7.020
C 0.292 -2.691 -5.166
C 0.503 -1.369 -5.533
C 0.674 -0.390 -4.568
C 0.636 -0.703 -3.201
C 0.434 -2.041 -2.855
C 0.260 -3.026 -3.825
C 0.751 0.327 -2.198
C 0.825 1.194 -1.330
H 0.528 -1.095 -6.582
H 0.830 0.643 -4.853
H 0.419 -2.309 -1.807
H 0.098 -4.052 -3.523
```

The value obtained for the HOMO energy is -4.91 eV. Its net charge is -1. The calculation puts the LUMO energy at 2.3 eV. As for the energy relative to the best compared isomer or geometry (same formula, charge and spin): 0.905 eV.

These are the Löwdin partial charges, in e, on atoms 1 to 6:
1 Rb 0.836
2 O -0.346
3 N -0.090
4 N -0.276
5 O -0.380
6 C -0.167

=====

[4]
The following is a quantum chemistry calculation of a cluster of 2 separate species, C2H8N3O in total, from the Open Molecules 2025 dataset.

```
14
Properties=species:S:1:pos:R:3
C -0.732 -0.356 0.047
C -1.757 0.668 -0.390
N -1.248 -1.548 0.594
N 0.389 0.134 0.740
N 2.099 0.106 -0.221
O -0.495 -1.573 -0.615
H -1.663 0.701 -1.483
H -1.547 1.570 -0.046
H -2.703 0.366 -0.125
H -0.815 -2.048 1.307
H 0.573 1.111 0.710
H 1.995 0.347 -1.209
H 2.172 -0.877 -0.100
H 2.873 0.623 0.215
```

The value obtained for the HOMO energy (spin up / spin down) is -14.41 / -14.42 eV. Its net charge is +1. The calculation puts the LUMO energy (spin up / spin down) at -6.8 / -6.8 eV. As for the energy relative to the best compared isomer or geometry (same formula, charge and spin): 7.605 eV.

These are the Löwdin partial charges, in e, on atoms 1 to 6:
1 C -0.607
2 C 0.065
3 N 0.166
4 N 0.274
5 N 0.225
6 O 0.068

=====

| no. | energy (Eh) |
| --- | --- |
| 1 | -515.0601 |
| 2 | -3095.4307 |
| 3 | -8303.1889 |
| 4 | -320.0451 |